# 1
Entry from OMol25: C24H45AsO3PdSSb as an isolated structure (the ωB97M-V functional and the def2-TZVPD basis).

Its HOMO-LUMO gap is 0.2532 Eh. The charge is +1. The spin multiplicity is 1. The energy above the lowest of the compared OMol25 structures with the same formula, charge and spin is 0.241 eV. For the HOMO energy, the calculation gives -10.38 eV.

Atoms and positions in Å:
Pd (-0.0382, 0.6686, 0.2953)
C (0.3349, -1.0135, 6.8419)
O (1.6530, -0.7358, 6.3876)
C (1.8554, -0.6159, 5.0670)
C (3.1894, -0.3231, 4.6957)
C (3.4704, -0.1568, 3.3817)
C (2.4777, -0.2555, 2.3626)
C (2.7986, 0.0597, 1.0209)
C (4.2102, 0.1197, 0.5088)
O (1.9411, 0.3093, 0.1284)
C (1.1372, -0.6073, 2.7340)
O (0.1917, -0.8353, 1.8787)
C (0.8654, -0.7572, 4.1193)
H (0.3953, -1.0702, 7.9235)
H (-0.0214, -1.9665, 6.4466)
H (-0.3519, -0.2147, 6.5543)
H (3.9436, -0.2295, 5.4633)
H (4.4866, 0.0938, 3.1139)
H (4.9736, -0.0511, 1.2571)
H (4.3661, 1.0886, 0.0331)
H (4.3110, -0.6395, -0.2691)
H (-0.1406, -1.0122, 4.4064)
C (-2.0481, -2.7589, 0.9066)
As (-2.9284, -1.0814, 1.1146)
C (-2.9151, -0.6068, 2.9519)
C (-4.7681, -1.3497, 0.6709)
S (-2.2357, 0.3714, -0.3099)
H (-2.4668, -3.4771, 1.6105)
H (-0.9889, -2.6074, 1.1033)
H (-2.2000, -3.0968, -0.1157)
H (-3.5691, -1.3074, 3.4706)
H (-3.2780, 0.4122, 3.0688)
H (-1.8919, -0.6906, 3.2857)
H (-5.1770, -2.1631, 1.2680)
H (-4.8435, -1.5890, -0.3871)
H (-5.3095, -0.4279, 0.8701)
C (2.5791, 3.4801, 1.2991)
C (1.9769, 3.9016, -0.0406)
C (2.0458, 5.4212, -0.1849)
C (2.6870, 3.2065, -1.2031)
Sb (-0.0698, 3.1671, -0.0840)
C (-1.1401, 3.8699, 1.6851)
C (-0.8492, 5.3471, 1.9269)
C (-0.6203, 3.0025, 2.8364)
C (-2.6336, 3.6219, 1.5102)
C (-0.9694, 3.6627, -2.0231)
C (-0.4818, 5.0192, -2.5231)
C (-0.5328, 2.5424, -2.9634)
C (-2.4871, 3.6745, -1.8716)
H (3.6623, 3.6461, 1.2684)
H (2.4109, 2.4304, 1.5314)
H (2.1826, 4.0757, 2.1228)
H (3.0997, 5.7220, -0.1739)
H (1.5507, 5.9378, 0.6360)
H (1.6159, 5.7770, -1.1173)
H (3.7621, 3.4092, -1.1298)
H (2.3501, 3.5882, -2.1684)
H (2.5476, 2.1256, -1.1901)
H (0.2000, 5.5217, 2.1665)
H (-1.4435, 5.6924, 2.7799)
H (-1.1151, 5.9697, 1.0691)
H (0.4369, 3.1638, 3.0453)
H (-0.7606, 1.9376, 2.6418)
H (-1.1812, 3.2539, 3.7444)
H (-3.0833, 4.2856, 0.7751)
H (-3.1255, 3.8149, 2.4708)
H (-2.8491, 2.5931, 1.2220)
H (0.5885, 5.0208, -2.7258)
H (-0.7048, 5.8267, -1.8220)
H (-0.9918, 5.2523, -3.4643)
H (0.5380, 2.5696, -3.1690)
H (-1.0598, 2.6609, -3.9167)
H (-0.7754, 1.5552, -2.5718)
H (-2.8275, 4.5185, -1.2733)
H (-2.8769, 2.7563, -1.4323)
H (-2.9322, 3.7784, -2.8674)


# 2
Entry from OMol25: C24H45BrP2Tl as an isolated structure at a distorted geometry (the ωB97M-V functional and the def2-TZVPD basis).

Its HOMO-LUMO gap (alpha / beta) is 0.2226 / 0.2324 Eh. The charge is +1. The spin multiplicity is 1. The energy above the lowest of the compared OMol25 structures with the same formula, charge and spin is 3.823 eV. For the HOMO energy (alpha / beta), the calculation gives -10.15 / -10.24 eV.

Atoms and positions in Å:
Tl (-0.4913, -0.4820, -1.0023)
C (0.9985, 0.0839, 2.6061)
C (2.2262, -0.6752, 2.3709)
C (1.8128, 0.7275, 0.5631)
C (0.8081, 0.9937, 1.5148)
C (2.5640, -0.4302, 1.0148)
C (0.0428, -0.0458, 3.7440)
H (-0.1480, -1.0543, 4.1457)
H (-0.9501, 0.4234, 3.6959)
H (0.6156, 0.4393, 4.5186)
C (-0.0412, 2.2389, 1.4685)
H (-0.6076, 2.3902, 2.3981)
H (-0.7720, 2.3329, 0.6443)
H (0.6888, 3.0526, 1.3330)
C (2.2220, 1.6826, -0.4840)
H (2.6611, 2.5060, 0.1044)
H (1.4152, 2.1158, -1.0890)
H (2.9663, 1.2893, -1.1820)
C (3.6375, -1.0992, 0.2579)
H (4.2147, -1.6657, 0.9859)
H (4.2795, -0.3119, -0.1427)
H (3.4243, -1.7748, -0.5942)
C (2.9415, -1.7420, 3.2508)
H (3.6857, -1.3387, 3.9590)
H (3.3436, -2.6390, 2.6847)
H (2.2491, -2.1621, 4.0274)
C (-2.1397, -2.3065, 0.3694)
C (-1.7665, -2.6540, 1.6259)
C (-1.1211, -4.0184, 1.8701)
C (0.1211, -4.6272, 0.7553)
C (1.0213, -3.7726, -0.1059)
C (0.5986, -3.1370, -1.2328)
C (-0.8152, -3.4287, -1.7242)
C (-2.0197, -3.3677, -0.7143)
H (-1.8813, -4.7785, 2.1724)
H (-0.3858, -5.4258, 0.1582)
H (-0.8002, -4.0234, 2.8894)
H (-2.1106, -4.3501, -0.1984)
H (-2.6456, -1.3203, 0.1418)
H (-1.6590, -1.7947, 2.3233)
H (-2.9325, -3.1937, -1.3156)
H (-1.0905, -2.8220, -2.6225)
H (1.3173, -2.6592, -1.9533)
H (-0.6849, -4.4858, -2.0663)
H (0.8648, -5.0704, 1.4068)
H (2.0279, -3.4591, 0.1329)
P (-3.7335, 3.2567, 1.4781)
C (-4.0957, 4.7231, 2.5289)
H (-5.1888, 4.7614, 2.5964)
H (-3.6665, 5.6098, 2.0470)
H (-3.6314, 4.5661, 3.5094)
C (-4.6758, 3.7915, -0.0054)
H (-5.6513, 4.1269, 0.3599)
H (-4.7543, 2.9511, -0.7040)
H (-4.1233, 4.6141, -0.4750)
C (-4.9366, 2.1022, 2.2516)
H (-5.8838, 2.6493, 2.2868)
H (-4.5672, 1.8702, 3.2575)
H (-4.9884, 1.1857, 1.6522)
P (2.1660, 1.6281, -4.2192)
C (3.9047, 1.1964, -4.6471)
H (4.0245, 1.3832, -5.7192)
H (4.0776, 0.1416, -4.4027)
H (4.5880, 1.8152, -4.0532)
C (1.2942, 0.6677, -5.5189)
H (1.7516, 0.9767, -6.4652)
H (0.2365, 0.9512, -5.4680)
H (1.4070, -0.4025, -5.3071)
C (2.0588, 3.2730, -5.0377)
H (2.2156, 3.0887, -6.1062)
H (2.8008, 3.9497, -4.5972)
H (1.0499, 3.6588, -4.8513)
Br (0.6359, -2.6966, 2.9036)


# 3
Entry from OMol25: C24H45IP2Ru as an isolated structure at a distorted geometry (the ωB97M-V functional and the def2-TZVPD basis).

Its HOMO-LUMO gap (alpha / beta) is 0.2204 / 0.2208 Eh. The charge is +1. The spin multiplicity is 6. The energy above the lowest of the compared OMol25 structures with the same formula, charge and spin is 9.492 eV. For the HOMO energy (alpha / beta), the calculation gives -9.05 / -10.44 eV.

Atoms and positions in Å:
Ru (-0.1414, 0.2649, 1.2162)
C (1.3102, -2.1542, 0.8932)
C (0.2106, -2.6069, 1.7116)
C (-0.6959, -1.6646, -0.2235)
C (0.7348, -1.5744, -0.3264)
C (-0.9726, -2.1556, 1.1671)
C (2.7636, -2.2248, 1.2008)
H (3.0400, -2.0257, 2.2228)
H (3.4649, -1.6231, 0.5859)
H (2.9970, -3.2651, 1.0417)
C (1.4217, -1.4997, -1.6879)
H (2.4900, -1.7119, -1.5996)
H (1.3031, -0.5126, -2.1522)
H (0.9489, -2.2333, -2.3461)
C (-1.5924, -1.8455, -1.4187)
H (-1.2989, -2.7836, -1.9000)
H (-1.4467, -1.0367, -2.1525)
H (-2.6268, -1.8910, -1.1385)
C (-2.3371, -2.4842, 1.6440)
H (-2.2370, -3.1848, 2.4625)
H (-2.9492, -2.9984, 0.8663)
H (-2.9693, -1.6462, 2.0052)
C (0.2781, -3.4352, 3.1429)
H (0.3429, -4.5453, 3.0189)
H (-0.5294, -3.0738, 3.8237)
H (1.3129, -3.2648, 3.6197)
C (1.0360, 1.8522, 1.7716)
C (1.7782, 1.0171, 2.6356)
C (1.5028, 0.8957, 4.1321)
C (-0.0318, 0.8053, 4.5905)
C (-1.0416, 0.3612, 3.4273)
C (-1.5208, 1.1520, 2.3743)
C (-1.1937, 2.6575, 2.5592)
C (0.2809, 2.9261, 2.6231)
H (2.1989, 1.5164, 4.8035)
H (-0.4036, 1.7630, 5.0295)
H (2.1497, 0.0217, 4.4863)
H (0.6559, 2.9726, 3.6622)
H (1.5997, 2.3028, 0.9038)
H (2.6004, 0.4195, 2.1079)
H (0.5020, 3.8977, 2.1737)
H (-1.6040, 3.2222, 1.7026)
H (-2.6006, 1.0278, 2.1537)
H (-1.7032, 3.0417, 3.4593)
H (-0.1907, 0.0280, 5.2599)
H (-1.7377, -0.5048, 3.5404)
P (3.9670, 0.8715, -3.1556)
C (5.2045, 0.0806, -4.2757)
H (5.9736, 0.8320, -4.4577)
H (4.7070, -0.2210, -5.2007)
H (5.6243, -0.7976, -3.7773)
C (3.5733, 2.2975, -4.2589)
H (4.5234, 2.7020, -4.6065)
H (2.9966, 3.0443, -3.7078)
H (2.9806, 1.9304, -5.1018)
C (5.1881, 1.6687, -2.0248)
H (5.9069, 2.1836, -2.6600)
H (5.6762, 0.8810, -1.4442)
H (4.6724, 2.3553, -1.3486)
P (-4.3119, 0.3882, -2.4856)
C (-5.8433, -0.5032, -1.9600)
H (-6.6884, -0.0128, -2.4424)
H (-5.9347, -0.4527, -0.8708)
H (-5.7792, -1.5535, -2.2602)
C (-4.8558, 2.1107, -2.1173)
H (-5.8128, 2.2470, -2.6195)
H (-4.1013, 2.7887, -2.5236)
H (-4.9331, 2.2501, -1.0359)
C (-4.6395, 0.4637, -4.3026)
H (-5.5593, 1.0331, -4.4355)
H (-4.7173, -0.5467, -4.7115)
H (-3.7994, 0.9832, -4.7715)
I (0.8831, -1.2231, 3.4824)


# 4
Entry from OMol25: a 5-piece molecular cluster, C24H45N2O9S overall at a distorted geometry (the ωB97M-V functional and the def2-TZVPD basis).

Its HOMO-LUMO gap is 0.2623 Eh. The charge is +1. The spin multiplicity is 1. For the HOMO energy, the calculation gives -11.10 eV.

Atoms and positions in Å:
C (-0.1046, -1.7095, -0.0328)
C (-1.2656, -0.8195, -0.2951)
S (-1.6065, 0.2108, 1.1379)
C (-3.1094, 1.0847, 0.5979)
C (-3.9718, 0.1522, -0.0571)
N (-4.6135, -0.7653, 0.5386)
O (-4.5563, -0.8410, 1.9211)
C (-5.4265, -1.6370, 2.4066)
N (-6.2272, -2.4080, 2.8653)
C (-5.3553, -1.7211, -0.2885)
C (-4.8468, -1.3554, -1.6405)
C (-4.2253, 0.0676, -1.4448)
H (-0.3654, -2.3859, 0.7466)
H (0.0174, -2.2799, -0.9110)
H (0.7866, -1.1797, 0.1867)
H (-1.0828, -0.2053, -1.1470)
H (-2.0910, -1.4466, -0.5251)
H (-2.8277, 1.8286, -0.0933)
H (-3.5737, 1.5190, 1.4468)
H (-6.4018, -1.7692, -0.1220)
H (-5.0197, -2.7048, -0.0359)
H (-4.0599, -1.9763, -1.9548)
H (-5.6546, -1.2731, -2.3021)
H (-3.3321, 0.2370, -1.9809)
H (-4.9949, 0.7905, -1.6245)
O (-7.1243, -0.5367, -4.0912)
C (-7.9150, -1.3512, -4.4874)
O (-8.9773, -1.6111, -3.7210)
C (-10.0821, -2.4102, -4.1710)
C (-9.8544, -3.8880, -3.9389)
C (-7.6982, -2.1245, -5.7664)
H (-10.3115, -2.1861, -5.2114)
H (-10.9238, -2.0610, -3.5802)
H (-9.0075, -4.2617, -4.5136)
H (-10.7380, -4.4539, -4.2275)
H (-9.6510, -4.0757, -2.8856)
H (-7.0994, -3.0054, -5.5418)
H (-7.1439, -1.4933, -6.4529)
H (-8.6147, -2.4365, -6.2585)
O (2.1957, -2.4517, -2.1742)
C (3.2629, -2.5837, -1.6416)
O (3.6316, -1.7005, -0.7125)
C (4.8143, -1.8990, 0.0763)
C (6.0501, -1.3613, -0.6059)
C (4.2256, -3.6751, -2.0431)
H (4.9158, -2.9512, 0.3461)
H (4.6271, -1.3492, 0.9904)
H (6.2582, -1.8882, -1.5378)
H (6.9155, -1.4659, 0.0467)
H (5.9133, -0.3076, -0.8367)
H (4.8290, -3.3138, -2.8733)
H (3.6474, -4.5294, -2.3797)
H (4.8838, -4.0024, -1.2429)
O (4.4626, 1.9001, 1.9658)
C (3.4141, 2.4604, 1.8465)
O (2.8317, 2.4593, 0.6380)
C (1.4952, 2.9088, 0.4562)
C (1.4230, 4.4083, 0.2594)
C (2.7696, 3.2198, 2.9843)
H (0.8670, 2.5675, 1.2805)
H (1.1450, 2.3988, -0.4394)
H (1.7773, 4.9468, 1.1375)
H (0.3968, 4.7167, 0.0610)
H (2.0454, 4.7049, -0.5827)
H (3.1619, 4.2352, 2.9887)
H (3.0488, 2.7352, 3.9142)
H (1.6842, 3.2600, 2.9353)
O (10.2602, 1.5118, 4.9681)
C (9.2338, 2.1143, 4.8930)
O (8.6196, 2.1837, 3.6957)
C (7.2988, 2.7010, 3.5336)
C (7.2919, 4.2057, 3.3611)
C (8.6430, 2.8524, 6.0762)
H (6.6553, 2.3788, 4.3528)
H (6.9196, 2.2244, 2.6356)
H (7.6726, 4.7164, 4.2453)
H (6.2781, 4.5585, 3.1706)
H (7.9236, 4.4875, 2.5205)
H (9.0752, 3.8505, 6.1119)
H (8.9258, 2.3196, 6.9777)
H (7.5590, 2.9353, 6.0563)


Number 1: DFT total energy -113446.64296 eV, M 716.8 g mol⁻¹. Number 2: DFT total energy -118917.67191 eV, M 679.9 g mol⁻¹. Number 3: DFT total energy -54858.56301 eV, M 623.5 g mol⁻¹. Number 4: DFT total energy -57850.70536 eV, M 537.7 g mol⁻¹.